1.
81
Properties=species:S:1:pos:R:3 method="wB97M-V/def2-TZVPD" spin_multiplicity=1 lumo_energy_ev=4.24 homo_ev=-1.02 charge=-2 gap_ha=0.193
C 2.81 -1.39 -0.31
H 1.63 -3.51 1.50
H -1.91 -1.24 3.03
C -0.65 -0.49 -5.21
H -4.40 1.11 -0.54
H 0.05 -1.46 -2.66
H -3.45 0.57 3.62
H 1.76 -2.40 2.86
H -2.89 -7.33 2.72
C 1.09 3.94 -2.02
C -2.54 -6.38 2.33
N 0.22 -1.92 1.55
C 1.25 1.80 2.86
C 0.52 0.56 5.23
C -0.84 0.07 -3.96
C 0.60 2.56 -1.61
C 2.16 4.15 -2.91
H -4.16 -5.24 3.17
C -2.49 -0.75 2.25
C -3.08 -0.50 -0.09
H 3.44 0.26 2.57
O -0.13 2.45 -0.60
P 0.77 -0.34 1.20
C -3.35 0.27 2.58
Pd -0.95 0.15 -0.40
C 3.62 -0.29 1.66
C -1.43 -0.15 -6.31
C 0.50 -0.15 4.04
H -0.07 -5.09 0.41
C 1.05 -2.91 2.21
C 0.85 6.33 -1.74
C -2.71 1.31 -4.86
C -2.31 -1.15 0.91
H 2.25 2.30 -3.23
C 0.02 -0.39 -2.85
H 5.74 -0.28 1.93
H -3.09 1.07 -6.94
H -1.24 -0.59 -7.28
C 4.92 -0.60 1.30
N 0.83 0.28 -2.11
H 0.16 -1.21 -5.34
C -1.39 -6.33 1.55
C 2.55 -0.68 0.86
C -2.46 0.77 -6.10
H 4.29 -2.25 -1.59
H 6.19 -1.55 -0.15
C 0.91 1.89 5.24
O -2.22 1.41 -2.55
C -1.93 0.97 -3.70
C -3.25 -5.21 2.58
H 0.18 -1.18 4.03
H 3.42 5.60 -3.84
C 1.28 2.51 4.05
H -3.13 -0.86 -1.11
H 0.33 7.18 -1.31
H -3.52 2.01 -4.71
H -0.83 -7.24 1.33
C -0.96 -5.12 1.04
H 1.47 2.30 1.93
P -1.05 -2.36 0.41
H 2.27 7.54 -2.82
H 0.21 0.08 6.15
C -1.63 -3.92 1.31
C 1.93 6.54 -2.59
C 5.17 -1.31 0.14
H -0.37 4.82 -0.79
C -3.92 0.58 0.27
N 1.02 1.62 -2.45
C -4.05 0.96 1.58
C 2.59 5.46 -3.17
C 0.45 5.04 -1.46
H 0.92 2.45 6.17
C 0.88 0.45 2.84
H -4.68 1.80 1.84
H 1.99 -1.66 -0.96
H 1.56 3.56 4.04
H -3.37 -3.10 2.27
C 4.11 -1.71 -0.67
H 0.45 -3.58 2.82
C -2.80 -4.00 2.07
O 2.80 3.13 -3.51



2.
21
Properties=species:S:1:pos:R:3 method="wB97M-V/def2-TZVPD" spin_multiplicity=1 lumo_energy_ev=3.86 homo_ev=-3.36 charge=-1 gap_ha=0.265
C 2.23 -0.70 0.18
N -0.14 -1.14 0.18
C -0.96 1.02 -0.17
C 0.96 -0.19 0.80
H 2.46 -1.55 0.72
H 1.06 1.25 -1.92
C 2.15 -0.69 -1.39
H 2.15 -1.72 -1.65
C -1.18 -0.92 1.04
O -1.67 -1.67 1.84
H -2.51 1.85 1.66
H -3.78 0.89 0.99
H 3.14 -0.25 -1.76
N -1.71 0.38 0.78
C 0.96 0.19 -1.75
H 3.05 -0.08 0.40
H -2.91 0.30 2.24
C -2.82 0.92 1.46
O -1.13 2.18 -0.53
C 0.11 0.12 -0.48
H 0.54 -0.20 -2.63



3.
89
Properties=species:S:1:pos:R:3 method="wB97M-V/def2-TZVPD" s2=2.0042 spin_multiplicity=3 lumo_energy_ev="0.03 / -1.48" homo_ev="-8.97 / -8.97" gap_ha="0.331 / 0.275"
H -3.58 -1.38 1.01
H 3.21 -0.87 -2.93
C -3.28 -2.10 -3.89
S 2.09 -0.98 2.86
H 6.38 -0.79 -4.90
H -3.31 1.85 1.88
S 1.28 3.21 1.24
H 3.21 -1.68 0.11
H -2.84 2.31 -4.05
H 6.36 0.23 -3.49
H 4.82 -2.45 -0.13
C 3.13 -0.35 4.54
H 3.45 -3.48 0.04
H 4.97 0.19 -4.55
H -1.61 -2.01 0.12
H 0.30 3.14 4.49
Ni -0.53 0.84 2.15
C -0.92 -3.09 3.15
C 2.21 2.82 -0.48
O 3.47 -2.54 -1.73
O -3.09 0.41 -3.33
H -2.68 -2.30 -3.00
H -3.83 -2.99 -5.65
O 2.06 2.56 2.26
S -0.02 -1.68 4.25
F -0.38 -2.99 1.91
H -1.81 -0.75 -4.52
O 1.35 4.69 1.47
C -2.87 -0.63 -4.29
F 4.33 0.18 4.12
H 4.25 -0.59 -1.73
H 1.28 -0.03 -0.68
C 5.74 -0.43 -4.10
H 5.98 -2.02 -2.72
H -3.49 0.28 0.28
O -0.52 -0.17 0.32
O -2.29 3.16 -0.31
N 0.56 -0.48 3.08
C 0.32 -0.53 -0.73
H -1.39 1.41 -4.03
N 4.86 -2.72 -4.29
F -0.70 -4.34 3.63
H -3.53 -0.36 -5.12
O -1.29 1.98 3.71
H -1.19 2.98 5.55
H 4.58 -3.50 -3.72
F -1.47 4.87 2.85
N -2.47 0.03 2.13
C -3.16 -3.26 -4.83
H -5.11 -2.52 -4.17
H -0.08 -0.02 -1.60
H -4.33 0.96 2.95
F -2.42 6.04 1.14
C 4.01 -1.40 -2.41
H 0.49 -1.55 -1.09
F 3.11 3.75 -0.88
S -1.16 3.76 0.28
C -0.57 2.54 4.77
H 4.05 -2.34 -4.77
C -2.30 1.58 -3.45
H -2.75 1.01 4.81
H -2.14 -0.80 -0.97
C -2.68 1.72 3.99
C 5.20 -1.69 -3.40
H -3.26 2.55 4.40
O 2.60 -0.20 1.71
F 2.42 0.68 5.14
F 2.80 1.61 -0.38
H -2.86 -0.63 2.79
C -1.76 -0.93 0.05
C -2.11 4.78 1.66
F -3.28 4.23 1.92
C -2.97 -0.49 0.85
F 1.36 2.76 -1.51
H -4.96 -1.13 -3.44
H -0.02 1.84 5.40
H -1.98 1.92 -2.47
H -3.47 -4.26 -4.53
O -1.11 -0.95 4.97
F -2.23 -2.82 3.04
C 3.76 -2.51 -0.34
F 3.37 -1.38 5.29
C -3.28 1.13 2.69
N -0.24 2.55 1.16
O 0.95 -2.29 5.11
O -0.39 4.67 -0.56
O 2.19 -2.45 2.59
H -2.17 -3.29 -5.30
N -4.66 -2.09 -3.37



4.
24
Properties=species:S:1:pos:R:3 method="wB97M-V/def2-TZVPD" spin_multiplicity=1 lumo_energy_ev=0.02 homo_ev=-9.25 gap_ha=0.340
C 1.46 0.97 0.73
H 0.14 1.82 -0.54
H -0.28 -1.84 -0.95
H 1.54 -1.95 -0.21
C -2.93 -0.97 -0.61
H -0.23 -0.37 -1.90
H -0.41 -0.60 1.09
H 1.86 -1.21 -1.68
H -3.41 2.11 0.30
H 4.48 -0.85 -0.23
H 4.44 0.74 0.85
B 3.74 -0.03 0.24
C 2.19 0.01 0.16
B -3.01 1.08 0.85
C -0.05 -0.83 -0.88
C -2.20 -0.05 0.15
H -3.94 -1.21 -0.59
H -3.17 1.04 2.09
H 1.88 1.82 1.35
C 0.03 1.19 0.33
C -0.69 -0.10 0.21
C 1.44 -0.98 -0.71
H -2.31 -1.76 -1.03
H -0.58 1.98 0.99



5.
7
Properties=species:S:1:pos:R:3 method="wB97M-V/def2-TZVPD" spin_multiplicity=1 lumo_energy_ev="-6.80 / -6.80" homo_ev="-16.13 / -16.13" charge=+1 gap_ha="0.343 / 0.343"
C -0.44 0.39 0.11
N -2.09 2.06 -0.51
H 1.06 0.17 1.30
H -0.91 -0.75 0.04
H 0.37 0.49 -1.41
N -1.36 1.25 -0.31
O 0.37 0.86 0.99



6.
16
Properties=species:S:1:pos:R:3 method="wB97M-V/def2-TZVPD" spin_multiplicity=1 lumo_energy_ev=1.18 homo_ev=-8.56 gap_ha=0.358
N 0.03 1.35 -0.08
H -0.72 -0.66 -1.25
H -0.11 0.34 1.60
H -2.93 -0.56 0.48
C 1.44 -0.53 0.42
H -2.92 0.42 -0.74
H -0.92 1.61 -0.02
C 2.39 -0.20 -0.45
H 3.43 -0.59 -0.44
C -1.09 -0.71 -0.21
H 2.33 0.66 -1.16
H -0.93 -1.81 0.04
C 0.08 0.11 0.59
N -2.34 -0.18 -0.17
H 1.39 -1.64 0.62
H 0.67 1.97 0.49



7.
16
Properties=species:S:1:pos:R:3 method="wB97M-V/def2-TZVPD" spin_multiplicity=1 lumo_energy_ev=0.39 homo_ev=-10.32 gap_ha=0.393
O 1.39 1.67 -1.28
C 0.46 0.06 1.83
O 2.11 2.22 0.67
H 0.93 0.94 2.38
C 1.36 1.59 0.02
H 1.29 -0.74 1.68
H -0.33 1.59 -2.43
C 0.35 0.90 -1.86
H -0.79 -1.78 -0.37
C -0.42 0.04 -0.73
H -1.52 0.21 -0.83
H -0.41 -0.52 2.16
Cl -1.14 2.05 0.79
O -0.09 -1.30 -0.85
H 0.84 0.24 -2.74
C 0.15 0.79 0.55



8.
55
Properties=species:S:1:pos:R:3 method="wB97M-V/def2-TZVPD" spin_multiplicity=1 lumo_energy_ev=-4.53 homo_ev=-10.80 charge=+1 gap_ha=0.230
C -5.20 -0.91 1.60
Na 3.74 -2.29 0.64
H 4.84 -0.87 -0.52
C 0.13 -1.03 -1.85
C 0.38 -0.16 0.76
N -1.91 0.63 0.78
P -2.11 2.32 0.26
C 4.66 0.20 -0.64
H -2.68 1.33 2.92
C 1.47 2.04 3.64
N -1.55 3.38 1.24
H -3.49 2.38 -0.01
C -5.56 -1.40 0.34
H 4.63 2.51 -2.15
C -3.54 -0.59 -0.62
H -5.06 -1.64 -1.72
C -0.36 -2.70 -3.29
O 0.69 -0.65 3.26
H -6.67 -0.28 2.82
H 1.53 3.12 3.59
H -1.48 2.29 -1.00
H 2.76 -0.25 -3.55
H 2.39 -0.80 0.63
H 4.24 -1.10 -3.11
C 3.75 0.56 -1.85
N -6.08 -1.09 2.69
H 5.44 1.22 -3.02
Cl -7.07 -2.19 0.15
H 0.54 -1.53 2.92
H 3.87 1.83 -3.60
C 3.34 -0.63 -2.70
C -4.75 -1.25 -0.76
C -0.83 0.00 0.09
C 1.46 -0.73 0.08
H 2.47 1.63 3.58
H -2.29 3.99 1.58
C 2.53 -1.72 -2.00
H 2.87 1.06 -1.44
O 0.67 1.60 2.54
H 1.01 1.77 4.59
C -0.97 -0.47 -1.22
C -3.97 -0.25 1.71
S -3.53 0.37 3.30
C 1.36 -1.16 -1.24
S -2.51 -0.38 -2.04
N -0.67 -3.81 -3.38
H -5.58 -1.27 3.55
O -0.01 -1.45 -3.19
C -3.15 -0.09 0.60
H 5.64 0.66 -0.77
B 0.57 0.29 2.27
H 2.19 -2.44 -2.74
C 4.47 1.60 -2.72
H 3.13 -2.26 -1.27
H 4.26 0.62 0.28